Computed, not measured: a structure of composition C44H52N9O2PS4W, with ωB97M-V/def2-TZVPD.

The spin multiplicity is 1. As for the total charge: 0. The gap between HOMO and LUMO (spin up / spin down) comes out at 5.78 / 5.78 eV. The energy relative to the best compared isomer or geometry (same formula, charge and spin) comes out at 28.55 kcal per mole.

Positions of all 113 atoms, in Å:
W (0.055400, -0.251465, -0.578567)
S (1.138883, -2.666112, -4.689170)
S (-1.665416, 0.162582, -2.359767)
S (0.219041, 2.145709, -0.912965)
S (-0.074439, -2.219252, -2.023918)
P (-2.527450, 1.824544, 1.906915)
O (1.120595, 0.451652, 1.000958)
O (-1.551159, 0.920626, 1.199910)
N (-1.080648, 5.284883, -2.330401)
N (1.384666, -3.625966, 1.957106)
N (-3.659215, 2.656026, -4.242654)
N (-1.221563, -1.629795, 0.467170)
N (1.891435, -0.225808, -1.717321)
N (-2.975313, -3.519434, 1.599606)
N (1.366155, -1.980524, 0.435360)
N (2.633023, -3.265559, 1.604056)
N (1.946321, -0.798898, -3.007337)
C (-6.617330, 2.987230, -0.054033)
C (-4.253772, 2.115950, -0.263616)
C (-2.808609, 2.297283, -3.555931)
C (4.014837, 0.570834, -2.504319)
C (0.651939, -2.817415, 1.227030)
C (4.448854, 1.722488, 0.124734)
C (3.862633, -6.021978, -1.670247)
C (3.227202, 1.040389, -0.103319)
C (2.989543, 0.422853, -1.411315)
C (-0.132028, 5.203371, 1.928637)
C (3.266807, -6.436347, -2.853518)
C (-1.015747, 4.138052, -2.247503)
C (-2.599184, -1.059062, 3.989604)
C (2.962553, -5.511615, -3.838990)
C (-2.919332, 4.626134, 2.382548)
C (4.145355, -4.678195, -1.483938)
C (-1.643411, -1.025182, 5.188436)
C (2.649982, 1.654538, 2.196875)
C (-0.935440, 2.728985, -2.067835)
C (-1.664340, -3.635432, 1.718624)
C (-1.987733, 3.556329, 1.758300)
C (-1.261296, 1.318530, 4.330941)
C (-6.067692, 3.384149, 1.319732)
C (-0.792704, -2.706854, 1.164010)
C (3.833438, -3.753129, -2.469549)
C (-2.668209, 1.438965, 3.697315)
C (2.300725, 1.020468, 0.980744)
C (3.848628, 2.290432, 2.366547)
C (-3.499701, 0.170394, 3.984258)
C (-0.527610, 3.756836, 2.195395)
C (3.244133, -4.159393, -3.662804)
C (-3.407170, -2.456062, 0.922456)
C (-2.562407, -1.518747, 0.355798)
C (4.765301, 2.329256, 1.311950)
C (2.887720, -3.167246, -4.734818)
C (-5.408004, 2.195045, 2.011695)
C (2.617465, -2.280281, 0.697399)
C (-4.205144, 1.648615, 1.198673)
C (-1.778984, 1.858162, -2.670135)
C (-5.682134, 2.005797, -0.783720)
C (1.096928, -1.740474, -3.181780)
C (-1.279461, 0.417304, 5.560759)
C (-2.188950, 5.490783, 3.405831)
C (-0.971977, 6.178505, 2.783213)
H (-0.308745, 0.450203, 6.059352)
H (-1.313049, 7.013757, 2.167060)
H (-3.911629, 3.152000, -0.356611)
H (-2.025897, -1.060582, 3.059351)
H (-1.880183, 4.870652, 4.253155)
H (4.323487, -0.402916, -2.872705)
H (-0.270299, 5.410692, 0.863880)
H (0.932506, 5.339580, 2.128173)
H (-4.318320, 0.055448, 3.271915)
H (4.630531, -4.352032, -0.571029)
H (-2.001020, 0.813772, 6.281564)
H (-3.296518, 5.272976, 1.585891)
H (0.109982, 3.066708, 1.650155)
H (-7.604953, 2.534559, 0.062967)
H (4.111967, -6.744971, -0.904371)
H (5.189666, 1.791843, -0.653602)
H (-6.760580, 3.885788, -0.657069)
H (3.544710, 1.069006, -3.352688)
H (1.905453, 1.617763, 2.981664)
H (-3.570797, 1.511573, -0.859825)
H (4.893362, 1.124040, -2.210066)
H (-0.739150, -1.592714, 4.954072)
H (2.998715, -3.624143, -5.719417)
H (-6.150754, 1.396402, 2.104777)
H (-4.477180, -2.341410, 0.793278)
H (-0.901097, 2.308302, 4.611280)
H (-0.397858, 3.535429, 3.255809)
H (3.522259, -2.283546, -4.706612)
H (-5.339807, 4.189380, 1.207728)
H (-1.262411, -4.483546, 2.258680)
H (-0.360944, 6.614565, 3.576334)
H (-0.557059, 0.922104, 3.590713)
H (-5.127282, 2.446190, 3.036331)
H (4.080224, 2.769756, 3.309649)
H (-3.180191, 2.298036, 4.144581)
H (-5.704988, 2.180731, -1.858882)
H (-6.867110, 3.784413, 1.946566)
H (4.052227, -2.705685, -2.320705)
H (-3.976914, 0.275311, 4.963224)
H (-3.801944, 4.179205, 2.845800)
H (-2.876262, 6.235644, 3.812475)
H (-1.985529, 3.691374, 0.668490)
H (-6.026201, 0.976720, -0.631893)
H (-3.192256, -1.973538, 3.999543)
H (-4.303236, 0.556111, 1.173788)
H (2.494224, -5.839622, -4.759726)
H (3.043480, -7.483683, -3.010027)
H (3.498343, -1.834758, 0.267674)
H (3.426891, -3.731948, 2.008069)
H (5.713354, 2.836995, 1.421732)
H (-2.106046, -1.519736, 6.046064)
H (-2.935424, -0.690900, -0.222040)

Atoms 1-2, force components in eV/Å:
W 0.9 0.1 -1.1
S -0.1 0.0 0.0



Computed, not measured: a cluster of 8 separate species, C44H53Br14F11N3O6PS3 in total, with ωB97M-V/def2-TZVPD.

The spin multiplicity is 1. As for the total charge: 0. The SMILES is C[C@H](O)Cc1cc(S)c2c(c1C(F)(F)C(F)(F)F)N(COCOCCO)c1c(c([PH2]=S)c(C(F)(F)C(F)(F)F)c(C(=O)NC(=O)F)c1-c1ccccn1)S2.BrCCBr.BrCCBr.BrCCBr.BrCCBr.BrCCBr.BrCCBr.BrCCBr. The gap between HOMO and LUMO comes out at 8.21 eV.

Positions of all 135 atoms, in Å:
Br (5.225667, -4.823254, -2.447327)
Br (0.053121, -9.139900, -1.055259)
Br (8.464850, -8.267803, -2.933095)
Br (3.733247, -4.623053, 0.912922)
Br (-0.968983, 6.224706, 3.572604)
Br (2.151085, -8.718263, 2.069476)
Br (-1.040434, 6.491134, 7.265870)
Br (2.412753, 9.309810, 5.396084)
Br (0.772672, -5.581520, -1.152575)
Br (1.499410, 12.851326, 4.890029)
Br (-8.985092, -1.410515, -3.084566)
Br (-7.302402, -2.637918, -0.045723)
Br (0.110683, -11.791033, 2.150374)
Br (8.318581, -8.117298, 0.739750)
S (4.732461, 0.365362, -2.976597)
S (1.128554, -2.556697, -3.640321)
S (1.004226, 0.467650, -3.628064)
P (3.774906, 1.809202, -3.885347)
F (-2.154107, 1.272348, 2.234711)
F (3.535805, 6.345144, 1.917332)
F (3.381701, 4.978491, -4.360780)
F (4.318282, 5.338090, -1.116157)
F (-1.228980, -0.617257, 1.886784)
F (5.105474, 3.543820, -1.992364)
F (-3.353637, -0.482320, 2.391081)
F (-2.894717, 1.527395, -0.035358)
F (5.530511, 4.946029, -3.984600)
F (-3.952157, -0.350194, -0.028809)
F (4.318907, 6.538712, -3.232952)
O (2.022436, 6.540671, -1.016121)
O (-7.343004, 0.834998, 0.373591)
O (1.730745, 7.585786, 1.848320)
O (-5.020955, 2.738555, -1.611197)
O (-2.970293, 2.880173, -2.473879)
O (-0.413287, -3.183752, 1.477340)
N (-0.577779, 3.623046, 1.013973)
N (1.671268, 5.450995, 0.951313)
N (-0.984137, 1.734030, -1.782294)
C (-2.449143, -2.722429, 0.174827)
C (2.765379, 3.749370, -2.018267)
C (-0.049449, -0.402814, -2.510014)
C (-1.451157, 4.993763, -0.780120)
C (0.506188, 3.535305, -1.125517)
C (-2.444065, -4.440131, 1.998591)
C (9.816723, -7.778579, -0.452668)
C (5.536554, -5.937290, -0.880969)
C (4.265518, -6.187040, -0.120684)
C (-1.182837, -7.647177, -1.143817)
C (9.373846, -7.066895, -1.703811)
C (-2.478398, 5.484391, 0.011372)
C (2.639444, 11.692976, 3.819939)
C (-0.571124, 4.076474, -0.242030)
C (-1.640520, -1.837800, -0.764149)
C (-0.653145, -6.564528, -2.044006)
C (4.340301, 5.228633, -3.465056)
C (1.714134, 4.214770, -1.221951)
C (0.021385, -1.793328, -2.512033)
C (-1.590551, -3.748219, 0.930574)
C (-2.531906, 5.019444, 1.310213)
C (-1.730982, -0.432840, -0.785765)
C (2.547644, 2.582924, -2.764652)
C (-4.177131, 2.166857, -2.559321)
C (-6.173171, 1.942243, -1.389378)
C (-1.560973, 4.134479, 1.751673)
C (2.225619, -10.229173, 3.292235)
C (-2.721191, 0.220163, 0.170476)
C (-0.786584, -2.496592, -1.633275)
C (0.038782, 7.394951, 4.767566)
C (1.989197, -11.533930, 2.580865)
C (2.100338, 10.291373, 3.743073)
C (1.836396, 5.498317, -0.448084)
C (-9.171783, -2.191684, -0.332936)
C (2.257295, 6.568631, 1.581170)
C (1.318906, 1.925550, -2.687965)
C (4.105484, 4.451161, -2.097873)
C (-6.547907, 1.981742, 0.081650)
C (0.289943, 2.373583, -1.863293)
C (-2.343391, 0.063648, 1.703536)
C (0.450717, 6.692406, 6.031011)
C (-1.859368, 2.140245, -2.906154)
C (-9.638825, -2.610401, -1.700409)
C (-0.919523, 0.295730, -1.680331)
H (-2.868285, -5.366934, 1.617134)
H (-3.198743, 6.186051, -0.377320)
H (3.077178, 1.277840, -4.975974)
H (-3.239214, -3.780279, 2.340514)
H (-3.973089, 1.135855, -2.245582)
H (-6.779324, 0.178383, 0.788820)
H (-1.427637, -5.829835, -2.265140)
H (0.344921, -3.679480, 1.155688)
H (6.292924, -5.437941, -0.284349)
H (-3.026869, -2.158603, 0.888351)
H (-1.340697, 5.313826, -1.804935)
H (-6.001468, 0.895234, -1.647204)
H (-3.107481, -3.311190, -0.464804)
H (2.658708, 12.142694, 2.830135)
H (-9.718824, -2.730893, 0.437093)
H (2.054705, 4.585020, 1.322177)
H (1.032055, 10.260285, 3.557198)
H (-2.112884, -8.054239, -1.533943)
H (10.280003, -8.738466, -0.653581)
H (1.191263, 7.281068, 6.567515)
H (-6.995488, 2.310455, -2.007410)
H (-3.312218, 5.340045, 1.981976)
H (-5.630643, 1.920658, 0.667520)
H (2.615206, 9.723343, 2.972772)
H (-0.243892, -6.944455, -2.973871)
H (0.841141, 5.696542, 5.848046)
H (3.433431, -6.437009, -0.769715)
H (-7.085812, 2.883695, 0.359616)
H (3.630612, 11.736760, 4.258569)
H (-0.581984, 8.264872, 4.956515)
H (-1.305335, 2.764939, -3.604685)
H (-4.610505, 2.204846, -3.566055)
H (0.915232, 7.693781, 4.198137)
H (-1.843377, -4.696268, 2.866801)
H (10.504188, -7.155135, 0.114257)
H (1.215479, -3.782021, -3.108756)
H (4.696263, 2.771018, -4.291640)
H (2.538410, -11.606268, 1.648108)
H (-10.723308, -2.557455, -1.761188)
H (1.496219, -10.037396, 4.071853)
H (-1.337749, -7.303837, -0.125222)
H (10.234699, -6.689376, -2.250446)
H (-0.714335, -3.578252, -1.654390)
H (-9.308476, -3.608278, -1.968693)
H (-1.294457, -4.515794, 0.217956)
H (3.226187, -10.206144, 3.717996)
H (-1.602882, 3.785808, 2.771658)
H (-9.263380, -1.122818, -0.163546)
H (4.404530, -6.980425, 0.611149)
H (8.688290, -6.250357, -1.500882)
H (2.254080, -12.369153, 3.225068)
H (5.938320, -6.872587, -1.266961)
H (-2.189727, 1.252889, -3.448738)

Atoms 1-2, force components in eV/Å:
Br 0.0 0.1 0.1
Br 0.0 0.0 0.0